This record from OMol25 describes the ion C5H6N with charge +1. The level of theory is wB97M-V/def2-TZVPD.

Results
orbital gap (spin up / spin down): 0.259 / 0.259 Ha
E: -6759.1299 eV
net charge: +1
energy relative to the best compared isomer or geometry (same formula, charge and spin): 139.5 kcal/mol

The geometry in XYZ format:
```
12
C5H6N | OMol25 | wB97M-V/def2-TZVPD
H 0.296 -1.659 -2.669
N 1.715 1.471 0.566
H 1.638 -0.083 -0.371
C -0.366 -0.029 0.895
C -1.473 -0.205 0.068
C 1.039 0.473 0.309
H 1.389 2.228 1.244
C -1.006 -0.810 -1.080
H -2.416 0.343 0.172
H -0.493 0.692 1.680
C -0.177 -1.280 -1.828
H -0.147 -1.141 1.014
```